# C3H13NO2S

A cluster of 3 separate species, C3H13NO2S in total at a distorted geometry (ωB97M-V with the def2-TZVPD basis set, OMol25).

```
20
Properties=species:S:1:pos:R:3:mulliken_spin:R:1
C 3.016 0.180 1.125 0.406
N 2.088 0.760 0.132 0.065
C 1.555 -0.186 -0.866 0.101
C 0.081 -0.486 -0.635 1.276
S -0.205 -1.393 0.934 -0.346
H 3.108 -0.900 0.994 -0.059
H 2.509 0.342 2.089 -0.142
H 3.988 0.656 1.117 -0.015
H 1.383 1.343 0.516 -0.132
H 1.792 0.324 -1.819 -0.035
H 2.165 -1.088 -0.936 -0.117
H -0.458 0.448 -0.493 0.139
H -0.359 -0.942 -1.530 -0.104
H -0.764 -2.428 0.387 -0.068
H -2.107 1.599 1.196 -0.043
H -2.406 0.265 0.454 0.057
O -2.619 1.202 0.483 -0.089
H -1.889 1.216 -1.867 -0.036
H -3.265 1.261 -1.422 -0.052
O -2.777 1.034 -2.173 0.197
```

The total charge is -1. The total energy comes out at -725.45240 a.u. The value obtained for the energy relative to the best compared isomer or geometry (same formula, charge and spin) is 24.2 kcal/mol. As for the spin multiplicity: 2. As for the HOMO-LUMO gap (spin up / spin down): 2.35 / 9.03 eV. The value obtained for the HOMO energy (spin up / spin down) is 0.718 / -5.568 eV. The value obtained for the LUMO energy (spin up / spin down) is 3.06 / 3.46 eV. The expectation value of S² is 0.7510.